(1)
The following is a DFT calculation (ωB97M-V/def2-TZVPD) of a structure of composition C4H7NO2 in a non-equilibrium geometry.

Values from the calculation:
Energy above the lowest of the compared OMol25 structures with the same formula, charge and spin in kJ/mol: 345.4
Lowest unoccupied orbital energy in eV: 0.36
Spin multiplicity: 1
Gap between HOMO and LUMO in eV: 9.5

```
14
C4H7NO2 (ωB97M-V/def2-TZVPD)
C 2.28 0.26 -0.49
N 1.56 -0.90 0.06
C 0.30 -0.75 0.21
C -0.53 0.68 -0.02
O -1.81 0.26 -0.42
C -2.27 -0.66 0.39
O -0.62 -1.61 0.61
H 1.82 0.59 -1.43
H 2.30 1.11 0.21
H 3.33 0.02 -0.72
H -0.24 1.43 -0.76
H -0.59 1.14 0.98
H -3.16 -1.14 -0.06
H -2.35 -0.44 1.45
```

---

(2)
The following is a DFT calculation (ωB97M-V/def2-TZVPD) of the molecule C24H38BrCl2N2O9PS2 in a non-equilibrium geometry.

Values from the calculation:
Lowest unoccupied orbital energy in eV: -0.89
Spin multiplicity: 1
Gap between HOMO and LUMO in eV: 7.5

```
79
C24H38BrCl2N2O9PS2 (ωB97M-V/def2-TZVPD)
C 1.18 -6.15 0.21
C 0.30 -5.43 -0.65
C -0.43 -4.47 -1.78
C 0.03 -2.90 -1.43
C -0.51 -2.40 -0.01
C -0.59 -0.77 0.30
N -1.04 -0.75 1.71
C -1.95 -1.37 2.32
C -3.25 -0.45 2.89
C -2.11 -2.95 2.86
C -1.70 0.07 -0.54
C -1.43 0.49 -2.10
C -1.14 2.11 -2.40
C -1.29 2.27 -4.06
C -0.11 3.28 -4.60
S -0.25 5.01 -3.90
O -1.48 5.26 -2.99
O 1.07 5.26 -3.08
Cl -0.26 6.42 -5.44
C -3.14 -0.77 -0.76
C -3.22 -1.99 -1.79
O -3.70 -3.17 -1.28
O -3.00 -2.06 -3.24
O -2.28 1.24 0.11
S -1.43 2.32 0.97
O -1.94 3.76 0.55
O 0.18 2.30 0.45
C 0.84 1.34 1.37
C 2.27 2.08 1.68
C 2.23 3.05 3.03
C 3.72 3.80 3.16
Br 0.88 4.56 2.85
C 0.94 -0.09 0.50
N 1.92 -0.90 1.22
C 2.75 -1.93 0.61
C 1.89 -1.13 2.66
C 2.71 -0.38 3.89
O 1.20 -2.22 3.13
P 1.77 0.56 -1.11
O 1.84 -0.59 -2.41
Cl 3.91 0.84 -0.89
H 2.04 -6.64 0.87
H -1.59 -4.64 -1.70
H -0.12 -4.71 -2.89
H 1.22 -2.95 -1.47
H -0.28 -2.28 -2.38
H -1.55 -2.97 0.15
H 0.18 -2.90 0.84
H -3.40 -0.76 4.03
H -4.24 -0.67 2.30
H -2.92 0.68 2.90
H -2.85 -3.45 2.08
H -2.68 -2.98 3.91
H -1.10 -3.53 2.88
H -0.65 -0.17 -2.68
H -2.40 0.41 -2.80
H -0.07 2.47 -2.14
H -1.98 2.81 -1.95
H -2.37 2.55 -4.40
H -1.04 1.19 -4.49
H -0.07 3.28 -5.78
H 0.92 2.81 -4.22
H -3.87 0.06 -1.24
H -3.67 -1.06 0.23
H -2.07 -1.82 -3.51
H 0.35 1.25 2.41
H 3.19 1.37 1.79
H 2.54 2.82 0.78
H 1.93 2.48 4.01
H 3.81 4.52 2.24
H 3.64 4.46 4.14
H 4.53 2.96 3.22
H 2.93 -1.98 -0.53
H 3.84 -1.88 1.11
H 2.35 -3.01 0.93
H 2.98 -1.18 4.74
H 3.68 0.17 3.55
H 1.91 0.34 4.40
H 1.51 -0.20 -3.27
```

---

(3)
The following is a DFT calculation (ωB97M-V/def2-TZVPD) of a structure of composition C7H11NO in a non-equilibrium geometry.

Values from the calculation:
Energy above the lowest of the compared OMol25 structures with the same formula, charge and spin in kJ/mol: 565.0
Lowest unoccupied orbital energy (alpha / beta) in eV: -0.58 / -0.58
Spin multiplicity: 1
Gap between HOMO and LUMO (alpha / beta) in eV: 8.4 / 8.4

```
20
C7H11NO (ωB97M-V/def2-TZVPD)
C -0.03 2.18 -0.06
C 0.96 0.50 0.27
C 1.17 0.32 1.58
O -0.38 2.23 -1.28
H -0.67 0.75 -1.88
H 0.80 2.82 0.26
H -0.82 2.04 0.70
H 1.81 0.52 -0.40
H 0.34 0.26 2.28
H 2.17 0.29 2.01
C 0.42 -2.04 -0.39
C -0.27 -0.69 -0.53
N -0.43 -0.28 -1.84
C -1.46 -0.56 0.27
C -2.43 -0.42 0.96
H 0.37 -0.49 -2.42
H -0.19 -2.80 -0.89
H 1.40 -2.02 -0.85
H 0.53 -2.31 0.66
H -3.30 -0.31 1.56
```

---

(4)
The following is a DFT calculation (ωB97M-V/def2-TZVPD) of a cluster of 2 separate species, C2H7N2O in total in a non-equilibrium geometry.

Values from the calculation:
Energy above the lowest of the compared OMol25 structures with the same formula, charge and spin in kJ/mol: 136.0
Lowest unoccupied orbital energy (alpha / beta) in eV: 0.56 / 0.54
Spin multiplicity: 2
Gap between HOMO and LUMO (alpha / beta) in eV: 5.1 / 9.9

```
12
C2H7N2O (ωB97M-V/def2-TZVPD)
C -1.29 -0.57 -1.77
N -1.76 0.26 -0.89
H -1.83 -1.41 -2.13
H -0.27 -0.39 -2.09
H -0.99 0.54 -0.19
H -2.72 0.20 -0.64
C 1.33 0.72 0.89
N 1.62 -0.23 1.76
O 0.41 0.53 0.01
H 2.03 1.60 0.83
H 2.43 -0.09 2.38
H 1.06 -1.15 1.83
```

---

(5)
The following is a DFT calculation (ωB97M-V/def2-TZVPD) of the ion C6H8NO6 with charge -1 in a non-equilibrium geometry.

Values from the calculation:
Energy above the lowest of the compared OMol25 structures with the same formula, charge and spin in kJ/mol: 113.7
Lowest unoccupied orbital energy (alpha / beta) in eV: 3.52 / 0.53
Spin multiplicity: 3
Gap between HOMO and LUMO (alpha / beta) in eV: 4.2 / 6.1
Total charge: -1

```
21
C6H8NO6 (ωB97M-V/def2-TZVPD)
C 0.82 1.41 -0.18
C 2.53 -1.22 0.56
C -2.10 -0.31 0.11
C -1.37 -0.49 -1.26
C -1.03 0.09 1.16
C 0.36 0.04 0.31
N 0.04 -0.69 -0.95
O 2.00 1.51 -0.71
O 2.85 -2.18 1.20
O 0.10 2.36 -0.21
O 3.14 -0.64 -0.33
O -1.38 1.36 1.67
O 1.21 -0.71 1.06
H -2.95 0.32 0.17
H -2.27 -1.34 0.44
H -1.60 -1.42 -1.63
H -1.52 0.32 -2.00
H -0.88 -0.63 1.95
H 2.40 0.55 -0.69
H 0.62 -0.40 -1.86
H -0.95 2.08 1.17
```

---

(6)
The following is a DFT calculation (ωB97M-V/def2-TZVPD) of a structure of composition C33H38N4SY in a non-equilibrium geometry.

Values from the calculation:
Energy above the lowest of the compared OMol25 structures with the same formula, charge and spin in kJ/mol: 0.0
Lowest unoccupied orbital energy (alpha / beta) in eV: 2.38 / 2.38
Spin multiplicity: 1
Gap between HOMO and LUMO (alpha / beta) in eV: 3.1 / 3.1
Total charge: -1

```
77
C33H38N4SY (ωB97M-V/def2-TZVPD)
Y 0.31 -0.67 0.26
N 0.86 -1.32 2.46
N -0.20 1.48 1.84
C -0.03 -0.25 -2.18
C -1.00 0.67 -1.67
C -2.00 -0.07 -0.99
C -3.24 0.52 -0.42
H -3.58 1.38 -1.02
H -3.08 0.90 0.60
H -4.06 -0.21 -0.37
C -1.69 -1.46 -1.09
C -2.51 -2.58 -0.56
H -3.22 -2.96 -1.32
H -3.10 -2.26 0.31
H -1.89 -3.43 -0.24
C -0.48 -1.58 -1.87
C 0.26 -2.85 -2.11
H 0.38 -3.43 -1.18
H 1.26 -2.65 -2.52
H -0.27 -3.50 -2.82
C -1.05 2.13 -1.92
H -1.91 2.39 -2.55
H -0.15 2.48 -2.43
H -1.17 2.70 -0.99
C 1.26 0.15 -2.82
H 1.92 -0.71 -2.97
H 1.80 0.90 -2.22
H 1.08 0.62 -3.80
C 1.96 -1.87 3.05
H 2.53 -2.58 2.46
C 2.29 -1.55 4.36
H 3.23 -1.92 4.77
C 1.40 -0.78 5.13
H 1.61 -0.54 6.17
C 0.22 -0.32 4.53
H -0.52 0.26 5.09
C 0.04 -0.51 3.17
C -0.90 0.35 2.34
H -1.35 -0.27 1.49
C 0.91 1.34 1.04
C -0.50 2.84 2.01
H -1.32 3.17 2.61
C 0.46 3.52 1.37
H 0.64 4.58 1.29
N 1.33 2.61 0.78
C 2.46 2.87 -0.04
C 2.45 3.88 -1.02
C 3.50 3.95 -1.95
H 3.50 4.74 -2.70
C 4.57 3.05 -1.92
C 5.66 3.06 -2.95
H 5.86 2.04 -3.30
H 6.61 3.46 -2.57
H 5.36 3.68 -3.81
C 4.62 2.12 -0.87
H 5.49 1.47 -0.76
C 3.59 2.03 0.07
C 3.77 1.11 1.23
H 3.90 1.66 2.17
H 4.69 0.53 1.06
H 2.95 0.39 1.38
C 1.38 4.92 -1.15
H 1.39 5.61 -0.30
H 0.36 4.52 -1.27
H 1.60 5.52 -2.04
S -2.46 0.79 3.32
C -3.63 -0.52 3.17
N -3.37 -1.73 3.76
C -4.29 -2.74 3.82
C -5.53 -2.56 3.25
C -5.83 -1.36 2.61
C -4.89 -0.33 2.60
H -2.46 -1.85 4.21
H -3.98 -3.64 4.35
H -6.28 -3.36 3.32
H -6.79 -1.21 2.14
H -5.09 0.64 2.17
```

---

(7)
The following is a DFT calculation (ωB97M-V/def2-TZVPD) of the ion C9H9N2S with charge -1 in a non-equilibrium geometry.

Values from the calculation:
Lowest unoccupied orbital energy (alpha / beta) in eV: 3.33 / 2.99
Spin multiplicity: 1
Gap between HOMO and LUMO (alpha / beta) in eV: 5.9 / 5.9
Total charge: -1

```
21
C9H9N2S (ωB97M-V/def2-TZVPD)
C 2.24 -1.78 0.01
C 2.51 -0.44 -0.34
C 1.32 -2.06 0.92
C 1.51 0.47 -0.11
C 0.17 -1.20 1.17
C 0.41 0.10 0.57
C -0.94 1.88 1.59
C -1.58 0.96 -1.67
C -1.79 0.57 -0.30
N -0.89 -1.54 1.76
N -0.73 0.98 0.70
S -2.21 2.83 1.83
H 3.02 -2.54 -0.17
H 3.38 -0.21 -0.77
H 0.98 -3.09 1.35
H 1.76 1.44 -0.40
H -0.62 0.75 -2.02
H -1.73 2.05 -1.70
H -2.27 0.36 -2.21
H -1.82 -0.52 -0.24
H -2.71 0.98 0.02
```

---

(8)
The following is a DFT calculation (ωB97M-V/def2-TZVPD) of the molecule C5H11NO in a non-equilibrium geometry.

Values from the calculation:
Energy above the lowest of the compared OMol25 structures with the same formula, charge and spin in kJ/mol: 212.5
Lowest unoccupied orbital energy in eV: 0.85
SMILES: C[C@H](N)CCC=O
Spin multiplicity: 1
Gap between HOMO and LUMO in eV: 10.2

```
18
C5H11NO (ωB97M-V/def2-TZVPD)
C -0.88 1.89 -0.18
C -0.73 0.48 -0.70
C 0.74 -0.11 -0.84
C 1.04 -1.37 -0.01
C 1.47 -1.06 1.39
O 2.60 -1.32 1.76
N -1.46 -0.42 0.24
H -0.35 1.98 0.77
H -0.38 2.59 -0.85
H -1.91 2.26 0.00
H -1.12 0.60 -1.72
H 1.52 0.64 -0.78
H 0.56 -0.65 -1.85
H 1.88 -1.97 -0.30
H 0.25 -2.09 -0.09
H 0.72 -0.81 2.17
H -2.37 -0.63 -0.16
H -1.59 0.00 1.14
```

---

(9)
The following is a DFT calculation (ωB97M-V/def2-TZVPD) of a cluster of 2 separate species, C5H14S in total in a non-equilibrium geometry.

Values from the calculation:
Energy above the lowest of the compared OMol25 structures with the same formula, charge and spin in kJ/mol: 133.9
Lowest unoccupied orbital energy in eV: 0.98
SMILES: CCSC.CC
Spin multiplicity: 1
Gap between HOMO and LUMO in eV: 9.4

```
20
C5H14S (ωB97M-V/def2-TZVPD)
C 0.04 1.83 -0.51
C 1.46 1.98 0.06
C -1.71 1.11 -2.64
S 0.08 0.85 -2.18
H -0.63 1.37 0.11
H -0.33 2.88 -0.76
H 1.73 1.21 0.81
H 1.60 2.94 0.53
H -2.21 1.81 -1.93
H -1.86 1.43 -3.68
H -2.12 0.00 -2.56
H 2.24 2.02 -0.84
C -0.47 -2.58 1.46
C 0.95 -2.28 1.83
H -1.21 -1.74 1.51
H -0.55 -2.91 0.37
H -0.94 -3.19 2.23
H 0.93 -1.65 2.72
H 1.64 -1.90 1.09
H 1.36 -3.19 2.37
```

---

(10)
The following is a DFT calculation (ωB97M-V/def2-TZVPD) of a cluster of 2 separate species, C12H9N6O4 in total in a non-equilibrium geometry.

Values from the calculation:
Energy above the lowest of the compared OMol25 structures with the same formula, charge and spin in kJ/mol: 174.8
Lowest unoccupied orbital energy in eV: 0.23
Spin multiplicity: 1
Gap between HOMO and LUMO in eV: 3.4
Total charge: -1

```
31
C12H9N6O4 (ωB97M-V/def2-TZVPD)
N -3.34 -1.00 1.84
C -2.30 -0.45 1.87
C -1.04 0.22 1.89
C 0.14 -0.54 2.04
C 1.35 0.15 2.18
N 2.61 -0.30 2.55
O 3.06 -1.40 2.79
O 3.45 0.86 2.60
N 2.71 1.99 2.32
C 1.45 1.54 2.10
C 0.25 2.31 1.90
N 0.23 3.75 1.78
O 1.20 4.36 1.31
O -0.82 4.34 2.14
C -0.98 1.63 1.90
H 0.14 -1.61 2.21
H -1.90 2.21 1.87
C -0.52 -3.18 -0.74
C -0.43 -1.93 -1.53
N -0.50 -1.94 -2.89
C -0.43 -0.63 -3.27
C -0.44 -0.24 -4.71
C -0.32 0.16 -2.09
N -0.31 -0.67 -1.02
H -0.26 -2.97 0.30
H -1.55 -3.57 -0.80
H 0.16 -3.92 -1.17
H -0.18 0.81 -4.84
H 0.27 -0.85 -5.28
H -1.42 -0.40 -5.18
H -0.28 1.25 -2.04
```

---

(11)
The following is a DFT calculation (ωB97M-V/def2-TZVPD) of a cluster of 2 separate species, C2H2Cl4 in total in a non-equilibrium geometry.

Values from the calculation:
Energy above the lowest of the compared OMol25 structures with the same formula, charge and spin in kJ/mol: 175.3
Lowest unoccupied orbital energy in eV: 0.59
Spin multiplicity: 1
Gap between HOMO and LUMO in eV: 9.8

```
8
C2H2Cl4 (ωB97M-V/def2-TZVPD)
C 0.40 -0.46 0.92
C -0.35 0.51 -0.81
Cl -0.71 0.18 2.04
Cl 0.15 -2.10 0.52
Cl -0.13 2.19 -0.63
Cl 0.53 -0.22 -2.11
H 1.40 -0.28 0.91
H -1.29 0.16 -0.84
```

---

(12)
The following is a DFT calculation (ωB97M-V/def2-TZVPD) of a cluster of 2 separate species, C3H6NO3S in total in a non-equilibrium geometry.

Values from the calculation:
Energy above the lowest of the compared OMol25 structures with the same formula, charge and spin in kJ/mol: 364.7
Lowest unoccupied orbital energy in eV: 3.84
Spin multiplicity: 1
Gap between HOMO and LUMO in eV: 7.4
Total charge: -1

```
14
C3H6NO3S (ωB97M-V/def2-TZVPD)
C 0.11 -1.31 -0.84
C -1.16 -0.68 -0.91
C 1.02 0.31 1.05
N 0.93 -2.09 -1.06
O 2.00 2.92 0.81
O 2.35 1.07 -0.86
O 0.09 2.17 -0.60
S 1.29 1.79 0.22
H -1.78 -0.90 -1.86
H -1.70 -0.90 0.06
H -0.96 0.36 -0.78
H 0.23 0.28 1.74
H 2.00 -0.07 1.59
H 1.95 0.17 -0.88
```

---

Molecular weight values, unit g/mol, following the record order: 101.1; 744.5; 125.2; 75.1; 190.1; 611.7; 177.3; 101.1; 106.2; 301.2; 167.9; 136.2.
E_tot values, unit eV, following the record order: -9843.69982; -172938.14690; -10969.42045; -7212.46629; -20123.23039; -52672.44512; -23290.72705; -8899.49450; -16245.91336; -29713.71703; -52194.04890; -21675.14133.